This record from the Open Molecules 2025 dataset describes one molecule with the formula C19H32N6O3 at a distorted geometry. The level of theory is ωB97M-V/def2-TZVPD.

Last column: Löwdin charge in e.
CARTESIAN COORDINATES (ANGSTROEM)
C -2.28426 -0.77377 3.00198  -0.108
C -1.18986 0.09996 3.60120  -0.260
C -1.00733 1.43829 2.88438  -0.203
C -0.54556 1.31133 1.42797  -0.161
C -1.70346 1.39912 0.42968  -0.113
N -1.21613 1.36761 -0.92568  0.047
C -0.93978 0.29883 -1.70419  -0.274
C -1.18155 -1.11565 -1.31249  -0.113
N -0.29898 -1.54496 -0.23502  -0.169
C -0.59675 -2.90624 0.17500  -0.178
C 0.28997 -3.29810 1.35125  -0.167
N 1.68604 -3.22459 0.95954  -0.174
C 2.58651 -3.68731 1.99839  -0.189
C 2.52330 -5.21011 2.17082  -0.265
O 3.58822 -5.70210 2.94568  -0.064
C 1.98749 -1.86637 0.54495  -0.176
C 1.09872 -1.47433 -0.62887  -0.168
N -0.44626 0.64062 -2.88472  0.203
C -0.39246 1.98802 -2.86736  -0.219
C -0.86006 2.47860 -1.65757  -0.055
C -0.94312 3.87860 -1.37736  -0.363
O -1.36032 4.40182 -0.36029  0.067
N -0.47240 4.63382 -2.45668  0.032
C -0.49160 6.08101 -2.31847  -0.007
C 0.00992 4.17329 -3.67451  -0.442
O 0.38472 4.94520 -4.53072  0.078
N 0.04087 2.80804 -3.86126  0.009
C 0.51903 2.25255 -5.10766  -0.006
H -3.22549 -0.22960 2.95952  0.078
H -2.01221 -1.09314 2.00032  0.038
H -2.43235 -1.66249 3.61240  0.073
H -1.42960 0.30238 4.64783  0.104
H -0.24327 -0.44589 3.58322  0.095
H -0.26376 2.01345 3.43936  0.108
H -1.94205 2.00080 2.92194  0.113
H -0.02625 0.36401 1.27812  0.084
H 0.14624 2.12379 1.19598  0.117
H -2.22523 2.34972 0.56348  0.126
H -2.40122 0.57329 0.57004  0.116
H -2.21373 -1.22702 -0.96269  0.129
H -1.05106 -1.72845 -2.21962  0.133
H -1.64615 -2.96658 0.47475  0.118
H -0.42780 -3.61705 -0.65160  0.130
H 0.05549 -4.32170 1.64428  0.118
H 0.07921 -2.62973 2.20416  0.119
H 2.39478 -3.19700 2.96879  0.131
H 3.60460 -3.42618 1.68928  0.121
H 2.50989 -5.67528 1.17538  0.124
H 1.62252 -5.50911 2.70927  0.112
H 4.42003 -5.47878 2.51283  0.085
H 3.03308 -1.81704 0.23234  0.123
H 1.83730 -1.14936 1.37238  0.123
H 1.32769 -0.45257 -0.93866  0.121
H 1.30404 -2.14878 -1.47656  0.133
H -1.12626 6.51816 -3.08876  0.100
H -0.88087 6.31065 -1.32943  0.086
H 0.51723 6.47602 -2.43385  0.099
H 0.77976 3.08138 -5.76240  0.088
H -0.26182 1.64109 -5.55869  0.094
H 1.39236 1.62781 -4.92141  0.095

Lowest unoccupied orbital energy in eV: 0.678
HOMO-LUMO gap in eV: 8.997
E in eV: -35307.13989
ΔE to the lowest compared entry with this formula, charge and spin in kJ/mol: 160.5
SMILES string: CCCCCn1c(CN2CCN(CCO)CC2)nc2c1c(=O)n(C)c(=O)n2C